No. 1
84
Properties=species:S:1:pos:R:3 method="wB97M-V/def2-TZVPD" e_homo_ha=-0.201 total_energy_ev=-119707.3313 largest_force_ha_per_bohr=0.0703 homo_lumo_gap_ev=5.16 de_lowest_ev=0.000
C 1.4643 3.1721 -2.7812
C 0.6493 3.5554 -1.5776
H 1.4915 3.9520 -3.5522
H 1.0377 2.2431 -3.1996
H 2.4966 2.9317 -2.4726
C -0.1581 4.6270 -1.5029
C -0.3843 5.5558 -2.6419
H -0.7471 4.8047 -0.6073
H -0.5642 5.0310 -3.5962
H 0.4940 6.2044 -2.7751
H -1.2550 6.1909 -2.4332
Bi -0.4884 -1.7630 -0.0438
Cl -0.7438 -3.5524 -2.1578
C -0.4483 0.1569 2.8772
O -1.0255 -0.3459 1.8696
N -1.0885 0.3566 4.0343
C -2.5484 0.2871 4.0851
C -0.3730 0.8115 5.2275
H 0.6163 0.4561 2.8587
H -2.8989 -0.4656 3.3735
H -2.9971 1.2640 3.8457
H -2.8347 0.0163 5.1065
H 0.6580 0.4328 5.2106
H -0.9023 0.4284 6.1112
H -0.3516 1.9126 5.2775
H 0.2771 -6.9316 2.5034
H 2.5496 -6.7053 2.2375
C -0.0430 -6.1238 1.8471
C 2.4389 -6.0639 1.3591
N 1.1599 -5.3824 1.4763
H -0.7547 -5.4587 2.3558
C 1.0207 -4.1415 1.0573
O -0.1508 -3.6391 1.1318
H 3.2237 -5.2953 1.3267
H 1.9226 -3.5983 0.7068
H -0.5330 -6.5396 0.9507
H 2.4722 -6.6633 0.4349
H -1.7014 1.3419 -3.0962
H -3.1018 3.5153 -1.4391
C -2.7516 1.0550 -2.9618
C -3.8365 2.6953 -1.4192
N -3.1970 1.4001 -1.6224
H -2.8592 -0.0218 -3.1072
C -2.9889 0.5416 -0.6051
O -2.5613 -0.6339 -0.7953
H -4.3645 2.7060 -0.4598
H -3.2412 0.9151 0.3944
H -3.3774 1.6070 -3.6650
H -4.5492 2.8675 -2.2373
O -0.1971 1.7465 -1.3345
C 0.5992 2.4680 -0.5214
C -1.3298 2.9906 1.0632
C 0.0401 2.8523 0.8533
H -2.0039 2.7397 0.2429
C -1.8086 3.4733 2.2926
H 1.6132 2.0634 -0.3377
C 0.9319 3.0834 1.9037
H -2.8754 3.6390 2.4191
C -0.9053 3.7357 3.3248
C 0.4611 3.5164 3.1462
H 1.9956 2.9254 1.7156
H -1.2724 4.1133 4.2805
H 1.1814 3.6882 3.9520
Si 0.9496 -2.4329 -3.4387
Cl 0.4575 -0.5841 -2.2374
C 0.0831 -3.2263 -4.9615
C 2.2749 -3.3068 -2.4162
C 2.1758 -1.4972 -4.6613
H -0.9446 -3.5691 -4.7997
H 0.6822 -4.1067 -5.2281
H 0.0871 -2.5531 -5.8247
H 1.6198 -0.8579 -5.3618
H 2.7096 -2.2715 -5.2406
H 2.9220 -0.8923 -4.1235
H 2.4880 -2.7718 -1.4751
H 3.2130 -3.3666 -2.9883
H 1.9435 -4.3279 -2.1836
Cl 3.4025 -0.0293 3.8339
C 2.8595 -1.2450 2.6630
Cl 4.1751 -2.3394 2.2096
Cl 1.5508 -2.1688 3.4103
C 2.3791 -0.5394 1.3040
O 2.5859 0.6696 1.1598
O 1.8044 -1.3283 0.4496



No. 2
84
Properties=species:S:1:pos:R:3 method="wB97M-V/def2-TZVPD" e_homo_ha=-0.312 total_energy_ev=-138172.0207 largest_force_ha_per_bohr=0.0484 homo_lumo_gap_ev=8.68
C -2.1356 3.0058 -1.5560
C -2.2189 2.2693 -2.8488
H -1.3975 3.8115 -1.6454
H -1.8328 2.3456 -0.7423
H -3.1102 3.4666 -1.3283
C -2.4860 2.9728 -3.9810
C -2.5066 4.4659 -4.0902
H -2.8009 2.4796 -4.9153
H -1.6628 4.9564 -3.5777
H -3.4459 4.9136 -3.7212
H -2.4367 4.7193 -5.1574
Ga -1.8610 -0.5979 -0.0528
Cl -3.9124 -1.0076 -0.5940
C -0.7852 -3.3708 0.3497
O -0.6574 -2.1272 0.0210
N 0.3041 -4.1052 0.4875
C 1.6222 -3.4721 0.5967
C 0.2249 -5.5562 0.5101
H -1.7716 -3.8604 0.4488
H 1.7450 -2.9575 1.5694
H 1.7806 -2.7500 -0.2097
H 2.3499 -4.2848 0.5337
H -0.5369 -5.8899 1.2258
H 1.2001 -5.9535 0.7823
H -0.0400 -5.9555 -0.4821
H 1.9391 -2.7297 5.2135
H 1.7306 -2.3911 7.4283
C 2.1724 -1.6922 4.9398
C 2.0099 -1.3367 7.3880
N 1.7756 -0.8323 6.0442
H 1.6334 -1.4160 4.0222
C 1.4809 0.4765 5.8162
O 1.4893 1.0186 4.7250
H 1.4022 -0.7599 8.0875
H 1.2336 0.9900 6.7731
H 3.2567 -1.6257 4.7386
H 3.0628 -1.2403 7.6871
H 2.5797 3.6844 4.8435
H 1.1587 2.8981 2.3414
C 3.3581 3.8141 4.0763
C 2.1440 3.2565 2.0133
N 3.1846 2.9109 2.9624
H 4.3327 3.6194 4.5354
C 3.7519 1.6697 2.9424
O 3.5339 0.8073 2.1236
H 2.3613 2.8174 1.0416
H 4.4697 1.5402 3.7959
H 3.3200 4.8485 3.7151
H 2.0910 4.3452 1.9191
O -1.4265 0.0774 -1.8456
C -2.3186 0.7352 -2.8261
C -1.5264 0.5510 -5.2923
C -2.2041 0.0413 -4.1733
H -1.0032 1.5147 -5.2188
C -1.5313 -0.1468 -6.5124
H -3.3280 0.5200 -2.4401
C -2.8831 -1.1744 -4.2960
H -0.9662 0.2707 -7.3604
C -2.2159 -1.3600 -6.6205
C -2.8839 -1.8657 -5.5051
H -3.4111 -1.5237 -3.4125
H -2.1929 -1.9285 -7.5490
H -3.4052 -2.8182 -5.5643
Si 0.5036 -0.2319 -2.1035
Cl -0.1391 1.1091 0.3427
C 1.0767 0.7008 -3.6134
C 0.2097 -1.9733 -2.7404
C 1.9703 -0.0880 -0.9615
H 0.7676 0.2575 -4.5715
H 2.1774 0.6506 -3.5895
H 0.7805 1.7567 -3.5916
H 2.2170 0.9775 -0.8530
H 2.8266 -0.5749 -1.4491
H 1.8259 -0.5290 0.0271
H 0.2573 -1.9850 -3.8407
H -0.7713 -2.3734 -2.4636
H 0.9840 -2.6523 -2.3667
F -0.8933 -1.1341 2.5996
C -2.0948 -0.6706 2.0929
F -3.0286 -1.6402 2.3797
C -2.5072 0.5498 2.9282
F -2.8691 0.1526 4.1760
F -1.5140 1.4572 3.0534
F -3.5838 1.1573 2.3652



Repeat the second record exactly.
84
Properties=species:S:1:pos:R:3 method="wB97M-V/def2-TZVPD" e_homo_ha=-0.312 total_energy_ev=-138172.0207 largest_force_ha_per_bohr=0.0484 homo_lumo_gap_ev=8.68
C -2.1356 3.0058 -1.5560
C -2.2189 2.2693 -2.8488
H -1.3975 3.8115 -1.6454
H -1.8328 2.3456 -0.7423
H -3.1102 3.4666 -1.3283
C -2.4860 2.9728 -3.9810
C -2.5066 4.4659 -4.0902
H -2.8009 2.4796 -4.9153
H -1.6628 4.9564 -3.5777
H -3.4459 4.9136 -3.7212
H -2.4367 4.7193 -5.1574
Ga -1.8610 -0.5979 -0.0528
Cl -3.9124 -1.0076 -0.5940
C -0.7852 -3.3708 0.3497
O -0.6574 -2.1272 0.0210
N 0.3041 -4.1052 0.4875
C 1.6222 -3.4721 0.5967
C 0.2249 -5.5562 0.5101
H -1.7716 -3.8604 0.4488
H 1.7450 -2.9575 1.5694
H 1.7806 -2.7500 -0.2097
H 2.3499 -4.2848 0.5337
H -0.5369 -5.8899 1.2258
H 1.2001 -5.9535 0.7823
H -0.0400 -5.9555 -0.4821
H 1.9391 -2.7297 5.2135
H 1.7306 -2.3911 7.4283
C 2.1724 -1.6922 4.9398
C 2.0099 -1.3367 7.3880
N 1.7756 -0.8323 6.0442
H 1.6334 -1.4160 4.0222
C 1.4809 0.4765 5.8162
O 1.4893 1.0186 4.7250
H 1.4022 -0.7599 8.0875
H 1.2336 0.9900 6.7731
H 3.2567 -1.6257 4.7386
H 3.0628 -1.2403 7.6871
H 2.5797 3.6844 4.8435
H 1.1587 2.8981 2.3414
C 3.3581 3.8141 4.0763
C 2.1440 3.2565 2.0133
N 3.1846 2.9109 2.9624
H 4.3327 3.6194 4.5354
C 3.7519 1.6697 2.9424
O 3.5339 0.8073 2.1236
H 2.3613 2.8174 1.0416
H 4.4697 1.5402 3.7959
H 3.3200 4.8485 3.7151
H 2.0910 4.3452 1.9191
O -1.4265 0.0774 -1.8456
C -2.3186 0.7352 -2.8261
C -1.5264 0.5510 -5.2923
C -2.2041 0.0413 -4.1733
H -1.0032 1.5147 -5.2188
C -1.5313 -0.1468 -6.5124
H -3.3280 0.5200 -2.4401
C -2.8831 -1.1744 -4.2960
H -0.9662 0.2707 -7.3604
C -2.2159 -1.3600 -6.6205
C -2.8839 -1.8657 -5.5051
H -3.4111 -1.5237 -3.4125
H -2.1929 -1.9285 -7.5490
H -3.4052 -2.8182 -5.5643
Si 0.5036 -0.2319 -2.1035
Cl -0.1391 1.1091 0.3427
C 1.0767 0.7008 -3.6134
C 0.2097 -1.9733 -2.7404
C 1.9703 -0.0880 -0.9615
H 0.7676 0.2575 -4.5715
H 2.1774 0.6506 -3.5895
H 0.7805 1.7567 -3.5916
H 2.2170 0.9775 -0.8530
H 2.8266 -0.5749 -1.4491
H 1.8259 -0.5290 0.0271
H 0.2573 -1.9850 -3.8407
H -0.7713 -2.3734 -2.4636
H 0.9840 -2.6523 -2.3667
F -0.8933 -1.1341 2.5996
C -2.0948 -0.6706 2.0929
F -3.0286 -1.6402 2.3797
C -2.5072 0.5498 2.9282
F -2.8691 0.1526 4.1760
F -1.5140 1.4572 3.0534
F -3.5838 1.1573 2.3652